No. 1
DFT (ωB97M-V/def2-TZVPD) results for C21H43BiN2P3S as an isolated structure in a non-equilibrium geometry.

Each line ends with the Löwdin charge.
Cartesian coordinates (Å):
Bi1 0.724 0.000 -0.011  1.483
P1 2.093 1.800 1.307  0.594
P2 -1.363 0.714 2.105  0.739
P3 -1.298 2.454 -0.979  0.731
H1 1.426 -2.528 -5.371  0.082
C1 1.259 -1.451 -5.394  -0.082
C2 2.101 -0.583 -4.768  -0.228
H2 2.844 -0.911 -4.047  0.059
C3 3.339 0.734 2.094  -0.258
C4 1.513 2.887 2.636  -0.221
C5 3.097 2.862 0.229  -0.215
C6 -2.912 -0.259 1.791  -0.239
C7 -0.948 -0.084 3.710  -0.273
C8 -2.160 2.226 2.868  -0.229
C9 -1.251 3.021 -2.742  -0.275
C10 -1.095 4.119 -0.214  -0.267
C11 -3.130 2.279 -0.852  -0.256
H3 0.442 -1.095 -6.026  0.084
H4 2.182 0.434 -5.158  0.067
H5 3.596 -0.122 1.449  0.059
H6 2.961 0.372 3.063  0.054
H7 4.228 1.359 2.253  0.077
H8 1.015 2.312 3.431  0.044
H9 0.831 3.657 2.247  0.054
H10 2.407 3.375 3.054  0.089
H11 3.407 2.322 -0.678  0.070
H12 3.987 3.150 0.804  0.079
H13 2.528 3.760 -0.054  0.064
H14 -3.624 -0.093 2.624  0.082
H15 -2.633 -1.325 1.755  0.052
H16 -3.374 0.043 0.838  0.032
H17 -1.652 0.254 4.484  0.070
H18 0.071 0.196 4.010  0.030
H19 -1.019 -1.173 3.617  0.049
H20 -2.689 1.911 3.789  0.073
H21 -2.884 2.710 2.189  0.043
H22 -1.370 2.947 3.145  0.038
H23 -2.072 3.719 -2.935  0.067
H24 -1.357 2.181 -3.441  0.013
H25 -0.285 3.502 -2.926  0.064
H26 -1.775 4.820 -0.721  0.073
H27 -0.061 4.454 -0.362  0.038
H28 -1.316 4.105 0.861  0.023
H29 -3.589 3.012 -1.532  0.068
H30 -3.489 2.449 0.172  0.030
H31 -3.418 1.269 -1.176  0.046
C12 -0.371 -1.487 -3.093  -0.631
C13 -1.716 -1.719 -3.396  -0.083
C14 -2.161 -3.042 -3.490  -0.038
C15 -1.239 -4.094 -3.336  -0.039
C16 0.079 -3.844 -2.927  -0.079
C17 0.502 -2.531 -2.805  -0.194
S1 0.276 0.129 -3.346  0.799
H32 -0.549 0.781 -2.561  -0.265
H33 -2.355 -0.879 -3.637  0.111
H34 -3.219 -3.263 -3.740  0.133
H35 -1.582 -5.112 -3.534  0.124
H36 0.757 -4.664 -2.666  0.126
H37 1.522 -2.300 -2.555  0.095
C18 1.886 -3.694 3.999  0.028
N1 1.349 -3.284 2.712  -0.086
C19 0.847 -4.123 1.712  0.028
C20 0.413 -3.317 0.712  -0.077
N2 0.680 -1.996 1.064  -0.227
C21 1.222 -2.026 2.297  -0.205
H38 1.247 -4.476 4.433  0.119
H39 2.902 -4.103 3.877  0.120
H40 1.927 -2.830 4.681  0.109
H41 0.853 -5.194 1.799  0.150
H42 -0.077 -3.566 -0.209  0.105
H43 1.519 -1.155 2.870  0.101

Strongest force on any atom = 3.31 eV Å⁻¹
Multiplicity = 1
Relative energy (zero: lowest compared OMol25 entry of this formula, charge and spin) = 53.0 kcal per mole
Total charge = +3
LUMO energy = -0.403 Eh
HOMO = -15.66 eV
Total energy = -2571.28860 Ha
Gap between HOMO and LUMO = 4.7 eV



No. 2
DFT (ωB97M-V/def2-TZVPD) results for C21H43HgO11S5 as an isolated structure in a non-equilibrium geometry.

Each line ends with the Löwdin charge.
Cartesian coordinates (Å):
Hg1 -3.259 2.530 -1.292  1.358
C1 -1.408 0.258 -0.119  -0.225
O1 -2.115 1.446 0.059  -0.433
H1 -1.979 -0.568 -0.551  0.081
H2 -0.568 0.417 -0.813  0.057
H3 -0.925 -0.097 0.799  0.101
C2 -3.227 -0.254 3.756  -0.215
C3 -2.273 -1.452 3.765  -0.229
C4 -2.824 -2.430 2.754  -0.233
S1 -4.564 -2.542 3.152  0.669
O2 -4.741 -3.373 4.311  -0.305
O3 -5.378 -2.675 1.975  -0.323
C5 -4.673 -0.817 3.743  -0.199
H4 -3.074 0.315 2.833  0.091
H5 -3.079 0.445 4.578  0.111
H6 -2.243 -1.878 4.771  0.126
H7 -1.251 -1.139 3.544  0.106
H8 -2.329 -3.396 2.697  0.114
H9 -2.838 -1.967 1.762  0.092
H10 -5.145 -0.720 4.715  0.105
H11 -5.249 -0.328 2.960  0.088
C6 -1.566 -2.134 -4.398  -0.214
C7 -0.809 -1.515 -3.209  -0.238
C8 0.675 -1.791 -3.384  -0.211
S2 0.796 -3.312 -4.377  0.677
O4 1.235 -4.397 -3.546  -0.314
O5 1.504 -3.000 -5.590  -0.311
C9 -0.977 -3.486 -4.728  -0.196
H12 -1.517 -1.472 -5.267  0.120
H13 -2.631 -2.163 -4.162  0.119
H14 -1.257 -1.882 -2.283  0.092
H15 -1.065 -0.450 -3.167  0.083
H16 1.361 -1.853 -2.546  0.072
H17 1.068 -1.018 -4.050  0.092
H18 -1.266 -4.255 -4.010  0.111
H19 -1.100 -3.837 -5.747  0.112
C10 3.290 -2.544 -0.380  -0.226
C11 3.606 -4.003 -0.002  -0.199
C12 2.310 -4.801 -0.167  -0.208
S3 0.962 -3.694 0.265  0.677
O6 0.565 -3.883 1.638  -0.325
O7 0.031 -3.708 -0.833  -0.326
C13 1.984 -2.170 0.296  -0.221
H20 3.262 -2.466 -1.470  0.106
H21 4.108 -1.907 -0.041  0.117
H22 3.888 -3.950 1.052  0.122
H23 4.384 -4.367 -0.665  0.123
H24 2.301 -5.786 0.290  0.116
H25 2.258 -4.974 -1.246  0.091
H26 2.081 -1.994 1.368  0.101
H27 1.458 -1.299 -0.095  0.079
C14 2.181 3.700 -2.185  -0.201
C15 1.708 2.248 -2.138  -0.208
C16 0.929 2.091 -3.434  -0.200
S4 -0.156 3.540 -3.510  0.710
O8 -1.367 3.243 -2.732  -0.482
O9 -0.238 4.076 -4.830  -0.269
C17 0.920 4.533 -2.455  -0.209
H28 2.936 3.816 -2.966  0.127
H29 2.644 4.147 -1.305  0.122
H30 1.215 2.089 -1.178  0.109
H31 2.560 1.566 -2.164  0.126
H32 0.293 1.210 -3.499  0.076
H33 1.533 2.243 -4.328  0.123
H34 0.364 4.671 -1.524  0.097
H35 1.078 5.547 -2.814  0.117
C18 0.455 3.447 2.375  -0.244
C19 0.886 4.867 2.689  -0.225
C20 2.045 4.735 3.690  -0.213
S5 1.558 3.382 4.771  0.660
O10 0.985 3.900 5.984  -0.309
O11 2.598 2.398 4.893  -0.311
C21 0.200 2.782 3.715  -0.220
H36 1.299 2.900 1.935  0.115
H37 -0.381 3.356 1.681  0.100
H38 0.072 5.448 3.133  0.123
H39 1.143 5.437 1.796  0.109
H40 2.300 5.630 4.248  0.111
H41 2.914 4.412 3.114  0.105
H42 -0.656 3.220 4.232  0.103
H43 0.186 1.704 3.856  0.100

Strongest force on any atom = 2.30 eV Å⁻¹
Multiplicity = 1
Relative energy (zero: lowest compared OMol25 entry of this formula, charge and spin) = 19.4 kcal per mole
Total charge = +1
LUMO energy = -0.291 Eh
HOMO = -12.14 eV
Total energy = -3797.49534 Ha
Gap between HOMO and LUMO = 4.2 eV



No. 3
DFT (ωB97M-V/def2-TZVPD) results for one molecule with the formula C21H43O7PS.

Each line ends with the Löwdin charge.
Cartesian coordinates (Å):
C1 8.693 -2.438 -1.775  -0.120
C2 7.991 -3.228 -0.669  -0.240
C3 7.902 -2.572 0.735  -0.203
C4 8.734 -1.309 0.971  -0.220
C5 8.101 -0.023 0.415  -0.205
C6 7.130 0.671 1.392  -0.196
C7 5.643 0.445 1.049  -0.221
C8 5.014 1.630 0.316  -0.213
C9 3.640 1.316 -0.303  -0.211
C10 2.464 1.938 0.458  -0.229
C11 1.189 1.983 -0.389  -0.215
C12 -0.075 2.335 0.418  -0.199
C13 -1.319 1.506 0.039  -0.200
C14 -2.587 2.361 -0.080  -0.178
C15 -3.908 1.592 0.136  -0.127
C16 -4.699 1.475 -1.151  -0.291
O1 -3.934 0.784 -2.189  -0.169
S1 -3.981 -0.781 -1.904  0.572
O2 -4.038 -1.460 -3.143  -0.212
O3 -2.994 -1.157 -0.953  -0.217
O4 -5.396 -0.770 -1.190  -0.163
C17 -5.958 0.598 -1.095  -0.534
O5 -6.557 0.774 0.115  -0.063
C18 -7.709 -0.031 0.432  -0.175
C19 -7.628 -0.438 1.900  -0.162
C20 -7.558 -1.946 2.163  -0.249
C21 -8.658 -2.781 1.502  -0.105
P1 -6.949 1.027 -2.727  0.955
O6 -6.739 -0.327 -3.585  -0.254
O7 -8.501 0.962 -2.221  -0.277
H1 9.678 -2.078 -1.477  0.066
H2 8.841 -3.083 -2.644  0.068
H3 8.102 -1.586 -2.111  0.062
H4 6.981 -3.451 -1.018  0.098
H5 8.500 -4.189 -0.566  0.096
H6 6.858 -2.328 0.949  0.096
H7 8.192 -3.319 1.477  0.100
H8 8.837 -1.182 2.053  0.101
H9 9.754 -1.431 0.601  0.098
H10 7.537 -0.272 -0.489  0.091
H11 8.887 0.663 0.094  0.106
H12 7.331 0.338 2.411  0.101
H13 7.311 1.747 1.335  0.102
H14 5.544 -0.450 0.426  0.095
H15 5.073 0.242 1.961  0.112
H16 4.894 2.443 1.039  0.107
H17 5.709 1.988 -0.448  0.110
H18 3.498 0.233 -0.339  0.109
H19 3.612 1.704 -1.325  0.108
H20 2.266 1.347 1.357  0.114
H21 2.730 2.957 0.754  0.112
H22 1.334 2.729 -1.174  0.113
H23 1.066 1.006 -0.866  0.109
H24 -0.312 3.386 0.232  0.103
H25 0.135 2.239 1.486  0.106
H26 -1.489 0.723 0.780  0.112
H27 -1.121 1.014 -0.915  0.103
H28 -2.590 2.830 -1.069  0.118
H29 -2.522 3.181 0.639  0.108
H30 -4.523 2.148 0.844  0.126
H31 -3.708 0.611 0.563  0.112
H32 -4.887 2.468 -1.555  0.148
H33 -7.733 -0.901 -0.228  0.107
H34 -8.601 0.560 0.236  0.117
H35 -6.729 0.024 2.312  0.118
H36 -8.468 -0.016 2.455  0.114
H37 -6.573 -2.337 1.904  0.109
H38 -7.656 -2.084 3.243  0.104
H39 -8.893 -2.455 0.487  0.056
H40 -8.342 -3.822 1.423  0.072
H41 -9.581 -2.768 2.083  0.073
H42 -7.368 -1.048 -3.453  0.078
H43 -8.892 0.084 -2.131  0.060

Strongest force on any atom = 0.47 eV Å⁻¹
Multiplicity = 1
LUMO energy = 0.004 Eh
HOMO = -9.16 eV
Total energy = -2092.16559 Ha
Gap between HOMO and LUMO = 9.3 eV
Structure (SMILES) = CCCCCCCCCCCCCCC[C@H]1OS(=O)(=O)O[C@]1(OCCCC)P(O)O